Record 1
C3H6CoO | ωB97M-V/def2-TZVPD

```
! wB97M-V def2-TZVPD RIJCOSX def2/J DEFGRID3
* xyz 1 5
C 1.451 -0.308 0.017
C 0.137 -0.619 -0.681
O -0.507 0.711 -0.410
C -1.229 0.707 0.784
Co 1.237 1.542 -0.860
H 0.749 -0.168 1.229
H -0.362 -1.404 -0.087
H -0.168 -1.030 -1.654
H -1.610 1.693 1.058
H -1.945 -0.115 0.868
H 2.245 -1.009 -0.264
*
```

Properties
HOMO-LUMO gap (alpha / beta) ... 7.14 / 8.53 eV
⟨S²⟩ ... 6.01
Lowest unoccupied orbital energy (alpha / beta) ... -5.75 / -6.15 eV
E ... -42868.347 eV

Record 2
C12H32N2O5Ti | ωB97M-V/def2-TZVPD

```
! wB97M-V def2-TZVPD RIJCOSX def2/J DEFGRID3
* xyz 1 4
Ti 0.333 1.393 0.744
C -2.800 -0.001 1.633
O -1.552 -0.108 2.255
C -1.382 -1.091 3.293
C 0.039 -0.837 3.877
N 1.037 -1.148 2.895
C 2.341 -0.723 3.376
C 3.318 -0.529 2.245
O 2.957 0.442 1.316
C 3.815 0.583 0.235
H -2.634 0.812 0.926
H -3.630 0.233 2.299
H -2.891 -0.998 1.201
H -1.514 -2.075 2.842
H -2.121 -0.928 4.078
H 0.161 -1.380 4.814
H 0.030 0.208 4.188
H 1.116 -2.155 2.912
H 2.805 -1.495 3.990
H 2.311 0.209 3.941
H 3.642 -1.457 1.775
H 4.203 -0.112 2.726
H 4.009 -0.272 -0.413
H 4.802 0.927 0.543
H 3.407 1.352 -0.422
C -2.195 -4.146 -1.704
O -1.842 -3.174 -2.714
C -0.528 -2.723 -2.516
C -0.127 -1.568 -3.489
N -0.729 -0.279 -3.212
C -0.372 0.748 -4.208
C -0.887 2.150 -3.764
O -0.180 2.492 -2.575
C -0.439 3.889 -2.176
H -3.093 -4.669 -2.033
H -2.437 -3.608 -0.787
H -1.433 -4.880 -1.443
H 0.222 -3.486 -2.720
H -0.435 -2.351 -1.496
H -0.317 -1.813 -4.534
H 0.943 -1.388 -3.379
H -1.704 -0.523 -3.313
H -0.704 0.431 -5.197
H 0.710 0.873 -4.247
H -1.927 2.246 -3.453
H -0.746 2.927 -4.515
H -0.218 4.522 -3.035
H 0.212 4.095 -1.327
H -1.400 4.255 -1.815
O -0.595 4.832 3.826
H -1.473 4.833 4.205
H -0.106 5.466 4.351
*
```

Properties
HOMO-LUMO gap (alpha / beta) ... 6.88 / 7.90 eV
⟨S²⟩ ... 3.75
Lowest unoccupied orbital energy (alpha / beta) ... -2.84 / -3.49 eV
E ... -49283.510 eV
ΔE to the lowest compared entry with this formula, charge and spin ... 87.5 kcal per mole

Record 3
C3H5NO2 | ωB97M-V/def2-TZVPD

```
! wB97M-V def2-TZVPD RIJCOSX def2/J DEFGRID3
* xyz 0 1
N 0.910 -0.582 0.200
C -1.238 -0.898 0.553
C -0.142 0.431 -0.478
C -0.236 1.731 -0.150
O 0.838 -1.818 -0.484
O -1.573 -0.843 1.651
H 0.465 -2.479 0.121
H 1.854 -0.207 0.122
H -0.300 0.128 -1.505
H -0.492 2.467 -0.892
H -0.086 2.070 0.863
*
```

Properties
HOMO-LUMO gap ... 9.32 eV
Lowest unoccupied orbital energy ... 0.26 eV
E ... -8772.358 eV
ΔE to the lowest compared entry with this formula, charge and spin ... 123.1 kcal per mole

Record 4
C52H135N5O14 | ωB97M-V/def2-TZVPD

```
! wB97M-V def2-TZVPD RIJCOSX def2/J DEFGRID3
* xyz 0 1
C -5.924 -2.041 0.495
C -5.889 -0.830 -0.476
C -5.099 -1.305 -1.683
O -7.166 -0.343 -0.810
H -6.392 -2.880 0.015
H -6.346 -1.791 1.432
H -4.899 -2.382 0.702
H -5.421 0.038 0.023
H -4.243 -1.871 -1.478
H -4.842 -0.495 -2.326
H -5.643 -2.028 -2.321
H -7.603 -0.950 -1.415
C 2.638 -6.933 -0.870
C 1.462 -6.369 -0.004
C 0.664 -7.435 0.713
O 1.979 -5.400 0.895
H 3.040 -6.111 -1.493
H 2.306 -7.778 -1.511
H 3.395 -7.226 -0.133
H 0.711 -5.954 -0.622
H 1.243 -7.838 1.546
H 0.409 -8.239 0.033
H -0.273 -7.085 1.155
H 2.773 -4.984 0.492
C -5.656 2.088 -3.769
C -4.194 2.224 -4.296
C -4.129 2.910 -5.691
O -3.349 2.809 -3.349
H -6.006 3.095 -3.619
H -5.711 1.495 -2.840
H -6.241 1.662 -4.521
H -3.877 1.217 -4.528
H -4.518 3.919 -5.488
H -4.801 2.499 -6.436
H -3.132 2.891 -6.042
H -2.410 2.517 -3.526
C 3.214 3.344 4.819
C 2.689 1.989 4.321
C 1.237 2.004 3.870
O 3.417 1.571 3.174
H 3.151 3.994 3.988
H 4.178 3.186 5.217
H 2.549 3.838 5.531
H 2.801 1.350 5.153
H 1.105 2.460 2.881
H 0.573 2.477 4.553
H 0.945 0.959 3.723
H 3.951 0.854 3.377
C -1.915 -0.405 2.845
C -3.087 -0.463 3.794
C -2.746 0.415 5.029
O -4.255 0.002 3.108
H -1.071 -0.622 3.513
H -1.675 0.538 2.416
H -1.939 -1.210 2.094
H -3.334 -1.583 4.074
H -2.334 1.388 4.725
H -1.956 -0.088 5.563
H -3.584 0.642 5.660
H -3.981 0.676 2.447
C 4.108 -3.179 -3.380
C 3.311 -2.391 -2.338
C 1.816 -2.146 -2.706
O 3.319 -3.129 -1.097
H 5.164 -3.288 -2.993
H 4.182 -2.425 -4.216
H 3.680 -4.168 -3.714
H 3.882 -1.479 -2.178
H 1.610 -1.749 -3.723
H 1.262 -1.513 -1.946
H 1.336 -3.109 -2.750
H 4.236 -3.284 -0.885
C -3.450 4.565 1.011
C -4.348 3.296 1.074
C -5.127 3.160 -0.181
O -3.529 2.149 1.231
H -2.519 4.274 0.486
H -2.988 4.819 2.014
H -3.922 5.482 0.540
H -5.025 3.399 1.939
H -4.452 3.202 -1.099
H -5.820 4.031 -0.210
H -5.780 2.272 -0.163
H -2.825 2.167 0.594
C 6.584 -2.729 4.329
C 5.960 -1.733 3.322
C 5.049 -2.443 2.329
O 5.280 -0.749 4.124
H 7.248 -2.165 4.968
H 7.181 -3.506 3.899
H 5.746 -3.062 4.934
H 6.771 -1.171 2.801
H 5.730 -2.856 1.600
H 4.487 -1.624 1.899
H 4.421 -3.192 2.743
H 4.554 -1.156 4.649
C 0.758 3.716 -6.089
C -0.439 2.911 -5.601
C -0.265 1.386 -5.797
O -0.653 3.127 -4.157
H 1.491 3.837 -5.301
H 0.405 4.721 -6.416
H 1.242 3.191 -6.943
H -1.372 3.156 -6.063
H -0.253 1.039 -6.851
H -1.138 0.924 -5.281
H 0.637 1.024 -5.332
H -0.948 4.067 -4.107
C 1.366 -0.941 5.610
C 1.346 -2.172 6.473
C -0.094 -2.919 6.591
C -0.416 -3.846 5.442
C 0.739 -4.811 5.165
C 2.045 -4.104 4.869
N 2.302 -3.269 6.133
O 3.518 -2.687 5.974
C 3.092 -5.134 4.747
C 1.862 -3.384 3.516
C 1.675 -1.844 7.953
H 0.897 -1.014 4.658
H 2.394 -0.704 5.410
H 0.799 -0.240 6.181
H -0.035 -3.522 7.512
H -0.808 -2.066 6.710
H -0.617 -3.311 4.558
H -1.264 -4.432 5.748
H 0.377 -5.456 4.327
H 0.885 -5.473 6.005
H 3.150 -5.681 5.732
H 2.820 -5.879 3.976
H 4.005 -4.651 4.495
H 1.763 -4.150 2.703
H 0.964 -2.740 3.403
H 2.699 -2.748 3.376
H 1.828 -2.766 8.456
H 0.905 -1.256 8.398
H 2.563 -1.179 7.935
H 4.121 -3.061 6.636
C 2.086 4.378 -0.299
C 3.424 3.783 -0.250
C 4.362 4.656 0.590
O 5.762 4.364 0.304
C 6.622 4.992 1.202
N 3.376 2.382 0.247
H 2.018 5.420 -0.523
H 1.619 4.221 0.625
H 1.460 3.841 -1.038
H 3.859 3.734 -1.270
H 4.197 4.684 1.646
H 4.280 5.678 0.242
H 6.423 6.072 1.307
H 7.629 4.790 0.855
H 6.594 4.537 2.202
H 4.321 1.997 0.347
H 3.084 2.413 1.212
C -1.634 -0.216 -2.192
C -1.642 0.642 -0.974
C -0.293 0.499 -0.189
O 0.026 -0.901 0.014
C 1.230 -1.138 0.754
N -1.869 2.122 -1.115
H -0.764 0.016 -2.828
H -2.509 -0.039 -2.827
H -1.627 -1.268 -1.888
H -2.443 0.283 -0.312
H -0.503 1.009 0.753
H 0.515 1.059 -0.640
H 1.147 -0.744 1.784
H 2.039 -0.584 0.304
H 1.493 -2.192 0.724
H -1.312 2.508 -1.893
H -2.801 2.155 -1.438
C -1.724 -2.655 -5.125
C -1.288 -3.532 -6.331
C -0.337 -4.625 -5.900
O -0.124 -5.648 -6.831
C 0.875 -5.426 -7.715
N -2.487 -4.107 -6.862
H -2.283 -1.846 -5.563
H -0.841 -2.225 -4.618
H -2.364 -3.143 -4.361
H -0.854 -2.843 -7.100
H -0.887 -5.026 -5.074
H 0.671 -4.336 -5.553
H 1.874 -5.419 -7.207
H 0.796 -4.416 -8.098
H 0.836 -6.099 -8.564
H -2.268 -5.052 -7.205
H -3.223 -4.170 -6.165
C -0.633 5.924 -1.528
C -1.953 6.052 -2.360
C -2.399 7.571 -2.100
O -3.565 7.952 -2.892
C -4.780 7.675 -2.224
N -1.859 5.726 -3.799
H -0.682 6.518 -0.588
H 0.203 6.179 -2.160
H -0.617 4.864 -1.361
H -2.749 5.441 -1.962
H -1.537 8.241 -2.329
H -2.625 7.691 -1.041
H -5.545 7.802 -2.969
H -5.023 8.403 -1.415
H -4.952 6.679 -1.766
H -2.790 5.650 -4.160
H -1.301 6.408 -4.293
*
```

Properties
HOMO-LUMO gap ... 9.28 eV
Lowest unoccupied orbital energy ... 0.47 eV
E ... -92223.223 eV

Record 5
C31H45IrNO2P2S4 | ωB97M-V/def2-TZVPD

```
! wB97M-V def2-TZVPD RIJCOSX def2/J DEFGRID3
* xyz 2 2
Ir -0.732 -0.517 0.055
C -0.791 -5.033 -0.484
C -1.292 -4.041 0.529
S -0.379 -2.616 1.048
C -2.325 -4.314 1.352
C -3.141 -5.572 1.308
S -2.730 -3.130 2.548
H 0.281 -4.950 -0.644
H -1.297 -4.950 -1.452
H -0.963 -6.050 -0.132
H -2.498 -6.449 1.397
H -3.680 -5.653 0.361
H -3.869 -5.601 2.117
C 1.900 0.236 -2.109
P 0.662 -1.019 -1.698
C 1.651 -2.527 -1.604
C -0.372 -1.298 -3.185
C -1.643 -2.022 -2.731
P -2.389 -1.073 -1.361
C -3.784 -2.024 -0.742
C -3.196 0.310 -2.215
H 2.466 -0.092 -2.983
H 2.585 0.354 -1.270
H 1.442 1.199 -2.321
H 2.334 -2.553 -2.454
H 0.994 -3.390 -1.647
H 2.213 -2.580 -0.673
H 0.184 -1.876 -3.925
H -0.619 -0.337 -3.640
H -1.415 -3.023 -2.358
H -2.368 -2.126 -3.540
H -4.485 -2.185 -1.562
H -4.284 -1.482 0.061
H -3.438 -2.978 -0.353
H -3.880 -0.113 -2.952
H -2.479 0.955 -2.715
H -3.774 0.916 -1.520
O 1.088 -0.131 1.303
S 1.745 0.171 2.634
C 1.787 1.962 2.835
C 2.377 2.780 1.693
C 1.486 2.849 0.445
C 0.167 3.555 0.720
S -1.134 3.158 -0.464
O -1.213 1.642 -0.530
C -0.381 3.733 -1.974
C -0.005 5.069 -2.063
C 0.502 5.544 -3.262
C 0.609 4.699 -4.361
C 0.198 3.378 -4.268
C -0.309 2.893 -3.070
C 3.477 -0.147 2.376
C 3.902 -0.719 1.190
C 5.251 -1.003 1.025
C 6.150 -0.722 2.042
C 5.705 -0.169 3.237
C 4.361 0.115 3.416
H 2.349 2.096 3.762
H 0.753 2.222 3.073
H 3.352 2.372 1.420
H 2.565 3.787 2.073
H 1.282 1.838 0.093
H 2.017 3.374 -0.350
H 0.253 4.643 0.721
H -0.282 3.270 1.675
H -0.113 5.742 -1.221
H 0.804 6.579 -3.342
H 0.998 5.080 -5.295
H 0.262 2.730 -5.132
H -0.654 1.873 -2.975
H 3.178 -0.955 0.424
H 5.599 -1.453 0.104
H 7.200 -0.947 1.913
H 6.405 0.032 4.037
H 4.017 0.520 4.360
C -3.407 0.929 3.960
C -3.830 1.218 2.671
C -3.067 0.783 1.605
N -1.941 0.073 1.760
C -1.546 -0.216 3.006
C -2.239 0.206 4.126
H -3.982 1.256 4.816
H -4.738 1.773 2.485
H -3.350 1.017 0.590
H -0.667 -0.836 3.102
H -1.871 -0.058 5.107
*
```

Properties
HOMO-LUMO gap (alpha / beta) ... 7.35 / 6.39 eV
⟨S²⟩ ... 0.76
Lowest unoccupied orbital energy (alpha / beta) ... -5.19 / -5.99 eV
E ... -103208.478 eV
ΔE to the lowest compared entry with this formula, charge and spin ... 30.2 kcal per mole

Record 6
C7H20BrO3 | ωB97M-V/def2-TZVPD

```
! wB97M-V def2-TZVPD RIJCOSX def2/J DEFGRID3
* xyz 0 2
Br 0.407 3.106 2.281
C 1.078 -2.596 1.642
C -0.007 -1.557 1.261
C -1.424 -2.080 1.510
O 0.261 -0.357 2.062
H 0.889 -2.960 2.652
H 2.077 -2.167 1.567
H 1.158 -3.334 0.844
H 0.122 -1.346 0.199
H -1.997 -1.224 1.867
H -1.534 -2.845 2.279
H -1.907 -2.577 0.669
H 0.320 0.281 1.347
C -1.506 2.429 -2.243
C -1.587 1.124 -1.393
C -1.589 -0.069 -2.197
O -0.544 1.022 -0.495
H -0.612 2.406 -2.866
H -1.599 3.311 -1.609
H -2.279 2.378 -3.009
H -2.508 1.185 -0.813
H -0.791 -0.013 -2.937
H -2.460 -0.290 -2.814
H -1.436 -1.013 -1.674
H -0.656 1.813 0.036
C 2.996 0.593 0.114
O 3.521 1.517 1.005
H 3.777 0.260 -0.569
H 2.657 -0.311 0.620
H 2.295 1.114 -0.538
H 2.877 2.201 1.200
*
```

Properties
HOMO-LUMO gap (alpha / beta) ... 10.51 / 5.85 eV
⟨S²⟩ ... 0.75
Lowest unoccupied orbital energy (alpha / beta) ... 0.49 / -4.15 eV
E ... -83765.830 eV
ΔE to the lowest compared entry with this formula, charge and spin ... 0.0 kcal per mole